Entry 1:
Here is an isolated ion of composition C5H11N4O3S and charge +1 from the Open Molecules 2025 dataset. Energies are from wB97M-V/def2-TZVPD.

```
! RIJCOSX wB97M-V def2-TZVPD def2/J DEFGRID3
* xyz 1 1
S 0.3724 1.4565 1.6411
O -1.0002 1.4296 -1.8879
O 0.0615 -0.2471 1.6510
O -0.2010 1.8295 2.8572
N 1.8316 1.6107 1.4260
N 0.3483 -2.1417 0.6041
N -0.6171 1.8181 0.3384
N -0.2595 -0.2560 -0.6153
C 0.0894 -3.3415 -0.2451
C 0.0021 -0.8796 0.5064
C 0.2891 -1.0089 -1.8250
C -0.6433 1.0422 -0.8215
C -1.0672 3.1881 0.1921
H 1.0263 -3.6968 -0.5598
H 0.7631 -2.2941 1.5158
H -0.3775 -1.8645 -2.2181
H -0.5219 -3.1481 -1.1786
H 0.0983 -0.2180 -2.6183
H -0.8059 3.5539 1.1789
H 2.4340 1.9431 2.1599
H -0.5563 -4.1134 0.3228
H -0.4802 3.6646 -0.6887
H 1.2610 -1.3507 -1.7477
H -2.0471 3.0240 0.0122
*
```

E_HOMO	-0.5312	hartree
gap between HOMO and LUMO	10.8	eV
E_tot	-1039.71367	hartree
LUMO energy	-0.1332	hartree
energy above the lowest of the compared OMol25 structures with the same formula, charge and spin	247.4	kJ/mol
SMILES	C/[NH+]=C1/O[S@](=N)(=O)N(C)C(=O)N1C


Entry 2:
Here is an isolated ion of composition C5H11N5O2 and charge +2 from the Open Molecules 2025 dataset. Energies are from wB97M-V/def2-TZVPD.

```
! RIJCOSX wB97M-V def2-TZVPD def2/J DEFGRID3
* xyz 2 1
O 0.6806 -1.9208 1.0817
O 2.0988 -1.4934 -3.0010
N -1.7634 0.8821 0.7269
N 2.1725 -0.1103 1.3969
N 0.8257 -0.0130 -1.7425
N -0.0333 0.0887 2.1595
N -2.0004 0.9595 -1.6919
C 1.4473 -1.2415 -2.0108
C 0.9482 -0.6183 1.3134
C 0.0585 0.0748 -0.6300
C -1.1464 0.5689 -0.4752
C -1.1190 0.7520 1.8927
H 1.3996 -2.3577 1.5256
H -2.9533 0.5213 -1.7527
H 2.9847 -0.5909 1.1235
H 1.1492 -1.9131 -1.1839
H 0.7859 0.6923 -2.4815
H -1.3902 0.6169 -2.5084
H -2.1782 1.9559 -1.9148
H -2.6587 1.3248 0.9505
H 2.2122 0.8640 1.5330
H -1.6583 1.2378 2.6225
H 0.1381 -0.2800 3.0663
*
```

E_HOMO	-0.5913	hartree
gap between HOMO and LUMO	8.3	eV
E_tot	-620.65491	hartree
LUMO energy	-0.2875	hartree
energy above the lowest of the compared OMol25 structures with the same formula, charge and spin	102.0	kJ/mol